Record 1
This record from OMol25 describes a molecular structure, C35H28Cl3GaN9O3S2. The level of theory is ωB97M-V/def2-TZVPD.

Summary:
* max |F|: 0.9 eV/A
* E_HOMO: -0.3579 Ha
* orbital gap: 6.563 eV
* total charge: +1
* calculated total energy: -167913.3387 eV
* energy above the lowest of the compared OMol25 structures with the same formula, charge and spin: 0.646 eV
* lowest unoccupied orbital energy: -3.17 eV

Atoms and positions in Å:
Ga (0.139, 0.031, -0.033)
C (-2.527, 1.389, -6.070)
C (-2.183, 1.359, -4.604)
C (-3.148, 1.113, -3.629)
C (-2.826, 1.123, -2.287)
C (-1.524, 1.373, -1.839)
N (-1.220, 1.383, -0.459)
C (-2.154, 2.057, 0.338)
C (-2.725, 3.249, -0.148)
C (-3.655, 3.973, 0.560)
C (-4.057, 3.567, 1.831)
C (-5.046, 4.367, 2.635)
C (-3.485, 2.418, 2.336)
C (-2.563, 1.656, 1.612)
N (-2.084, 0.460, 2.226)
C (-2.625, -0.150, 3.301)
C (-1.786, -1.169, 3.678)
C (-0.739, -1.123, 2.761)
N (-0.933, -0.148, 1.871)
C (-0.556, 1.553, -2.824)
C (-0.883, 1.558, -4.176)
N (0.796, 1.774, -2.454)
C (1.700, 2.548, -3.082)
C (2.896, 2.412, -2.415)
C (2.625, 1.529, -1.373)
N (1.347, 1.153, -1.400)
H (-3.605, 1.389, -6.215)
H (-2.112, 0.520, -6.585)
H (-2.116, 2.280, -6.546)
H (-4.168, 0.900, -3.927)
H (-3.591, 0.925, -1.546)
H (-2.414, 3.599, -1.124)
H (-4.068, 4.877, 0.128)
H (-5.729, 4.903, 1.977)
H (-4.532, 5.105, 3.255)
H (-5.633, 3.730, 3.295)
H (-3.767, 2.109, 3.334)
H (-3.566, 0.149, 3.724)
H (-1.915, -1.853, 4.498)
H (0.141, -1.737, 2.726)
H (-0.096, 1.704, -4.908)
H (1.440, 3.154, -3.933)
H (3.831, 2.894, -2.641)
H (3.306, 1.147, -0.632)
O (2.046, -2.787, 2.466)
S (1.832, -3.106, 1.076)
O (3.005, -3.221, 0.260)
N (0.792, -2.000, 0.362)
C (-0.210, -2.632, -0.243)
S (-1.257, -1.714, -1.154)
C (-0.289, -4.074, 0.035)
C (-1.272, -4.971, -0.341)
C (-1.214, -6.258, 0.182)
C (-0.206, -6.632, 1.065)
C (0.806, -5.744, 1.414)
C (0.743, -4.481, 0.870)
H (-2.069, -4.669, -1.007)
H (-1.982, -6.971, -0.086)
H (-0.210, -7.626, 1.491)
H (1.605, -6.026, 2.087)
N (4.858, -1.457, 2.942)
C (4.988, -0.125, 2.766)
O (6.030, 0.488, 2.865)
C (3.707, 0.603, 2.443)
C (3.476, 1.850, 3.005)
C (2.304, 2.524, 2.702)
C (1.396, 1.924, 1.853)
N (1.633, 0.737, 1.284)
C (2.774, 0.099, 1.556)
H (5.684, -1.983, 3.174)
H (3.973, -1.938, 2.885)
H (4.226, 2.281, 3.657)
H (2.099, 3.502, 3.113)
H (0.454, 2.397, 1.595)
H (2.962, -0.818, 1.014)
Cl (5.315, -1.342, -1.746)
C (4.217, -2.202, -2.847)
Cl (4.429, -3.941, -2.691)
Cl (4.519, -1.696, -4.520)
C (2.848, -1.812, -2.506)
N (1.795, -1.430, -2.259)

Forces on the atoms, in the same order (eV/Å):
-0.468 0.604 0.456
0.068 -0.069 0.078
-0.040 0.054 -0.029
-0.032 0.027 0.039
0.050 -0.145 -0.027
-0.178 0.024 0.176
0.242 -0.102 -0.204
0.134 0.037 -0.016
0.060 0.052 0.074
0.009 0.005 -0.034
-0.075 0.004 0.004
0.095 -0.018 -0.031
0.029 -0.014 0.090
-0.027 0.116 -0.081
-0.215 -0.093 -0.082
-0.006 -0.109 0.014
0.053 -0.058 0.045
-0.128 0.094 0.031
0.168 -0.165 0.103
-0.175 0.013 -0.038
0.132 -0.094 -0.036
-0.029 0.131 -0.105
0.122 0.002 0.072
0.055 -0.033 0.004
-0.028 0.009 -0.102
0.076 -0.221 0.040
0.007 -0.001 -0.027
-0.029 0.005 -0.013
-0.026 0.000 -0.014
0.012 0.049 -0.006
-0.014 0.044 -0.013
0.003 -0.011 -0.001
0.019 -0.017 0.006
-0.018 0.005 0.035
-0.029 0.015 -0.003
-0.004 0.006 -0.006
0.042 0.008 -0.002
0.025 0.071 -0.061
0.000 0.028 -0.025
0.021 -0.005 -0.018
-0.009 -0.026 0.018
-0.095 -0.042 0.011
-0.023 -0.013 0.000
-0.024 0.020 0.028
-0.140 0.008 0.022
0.121 0.052 -0.103
0.038 -0.073 0.040
0.126 -0.308 0.027
-0.088 0.143 -0.103
0.102 0.099 0.074
0.048 -0.127 0.074
-0.003 -0.028 0.008
-0.059 0.015 -0.011
0.018 0.002 -0.014
0.191 0.019 0.000
-0.104 0.223 -0.084
-0.012 0.023 0.030
0.021 -0.015 0.015
0.018 -0.006 -0.044
-0.033 -0.031 -0.009
0.066 -0.024 -0.058
-0.040 -0.044 -0.031
-0.050 0.007 0.059
0.056 0.055 -0.014
0.020 0.038 -0.042
0.063 0.012 0.045
-0.051 -0.040 -0.061
-0.101 0.039 -0.019
-0.094 -0.036 0.057
0.012 0.011 -0.038
-0.031 0.029 0.030
-0.011 -0.018 0.005
-0.048 -0.028 0.011
0.011 0.017 0.013
0.026 0.005 0.016
-0.038 -0.027 -0.002
0.160 0.064 -0.046
-0.070 0.002 0.021
0.003 -0.002 0.062
-0.133 0.063 -0.005
0.255 -0.310 -0.271



Record 2
This record from OMol25 describes a molecular structure, C35H28CoN4SSb. The level of theory is ωB97M-V/def2-TZVPD.

Summary:
* max |F|: 0.6 eV/A
* E_HOMO (spin up / spin down): -0.3513 / -0.3544 Ha
* orbital gap (spin up / spin down): 5.541 / 5.666 eV
* total charge: +1
* ⟨S²⟩: 0.81
* calculated total energy: -97703.4167 eV
* lowest unoccupied orbital energy (spin up / spin down): -4.02 / -3.98 eV
* 2S+1: 2

Atoms and positions in Å:
Co (-1.942, 0.686, 0.288)
C (-3.702, 4.676, 3.271)
C (-2.897, 3.557, 3.416)
C (-2.422, 2.894, 2.295)
C (-2.753, 3.324, 1.008)
C (-3.572, 4.446, 0.869)
C (-4.033, 5.110, 1.994)
N (-2.286, 2.527, -0.049)
C (-2.300, 2.795, -1.357)
C (-2.292, 4.080, -1.986)
C (-2.281, 4.165, -3.344)
C (-2.280, 3.017, -4.193)
C (-2.250, 1.777, -3.643)
C (-2.246, 1.661, -2.230)
N (-2.211, 0.488, -1.546)
N (-2.227, -0.657, -2.106)
C (-2.106, -1.661, -1.127)
C (-2.140, -2.993, -1.508)
C (-2.016, -3.961, -0.528)
C (-1.849, -3.579, 0.799)
C (-1.810, -2.230, 1.099)
N (-1.938, -1.287, 0.161)
H (-4.068, 5.205, 4.140)
H (-2.624, 3.205, 4.402)
H (-1.739, 2.057, 2.435)
H (-3.893, 4.776, -0.108)
H (-4.671, 5.975, 1.868)
H (-2.240, 4.974, -1.384)
H (-2.250, 5.145, -3.803)
H (-2.289, 3.145, -5.266)
H (-2.236, 0.881, -4.248)
H (-2.267, -3.234, -2.553)
H (-2.050, -5.009, -0.795)
H (-1.745, -4.306, 1.590)
H (-1.665, -1.878, 2.112)
S (0.322, 1.121, 0.788)
Sb (1.629, -0.721, 0.373)
C (1.467, -2.021, 2.014)
C (1.327, -3.404, 1.949)
C (1.238, -4.145, 3.119)
C (1.288, -3.511, 4.352)
C (1.415, -2.131, 4.420)
C (1.501, -1.383, 3.254)
C (1.390, -1.636, -1.486)
C (0.991, -0.827, -2.546)
C (0.916, -1.358, -3.825)
C (1.237, -2.689, -4.043)
C (1.647, -3.492, -2.987)
C (1.731, -2.969, -1.705)
C (3.601, -0.024, 0.390)
C (4.008, 0.845, -0.619)
C (5.296, 1.356, -0.602)
C (6.170, 1.003, 0.418)
C (5.762, 0.138, 1.422)
C (4.474, -0.380, 1.411)
H (1.260, -3.919, 1.001)
H (1.133, -5.221, 3.066)
H (1.226, -4.092, 5.262)
H (1.444, -1.633, 5.380)
H (1.579, -0.303, 3.314)
H (0.721, 0.211, -2.379)
H (0.604, -0.731, -4.650)
H (1.177, -3.102, -5.041)
H (1.913, -4.526, -3.162)
H (2.090, -3.599, -0.904)
H (3.331, 1.133, -1.415)
H (5.618, 2.031, -1.383)
H (7.174, 1.405, 0.429)
H (6.445, -0.135, 2.215)
H (4.163, -1.059, 2.196)

Forces on the atoms, in the same order (eV/Å):
0.428 -0.140 -0.173
0.005 -0.005 -0.002
-0.030 0.043 -0.075
0.138 -0.029 0.250
0.263 0.035 -0.168
-0.135 -0.034 -0.005
0.014 0.004 -0.003
-0.230 -0.204 0.219
0.139 0.259 -0.130
-0.038 -0.142 0.125
0.020 -0.066 -0.158
-0.022 0.129 0.066
-0.008 -0.013 0.108
0.036 -0.096 0.031
-0.321 0.079 -0.278
0.123 -0.282 0.456
-0.041 0.387 -0.444
0.016 -0.132 0.065
-0.006 0.051 -0.064
-0.022 0.064 0.009
-0.014 -0.059 -0.018
-0.001 0.093 0.053
-0.008 0.004 0.003
0.009 -0.004 0.004
-0.088 0.065 -0.074
-0.010 -0.006 0.001
-0.010 0.003 -0.001
-0.013 -0.012 0.004
-0.007 0.000 -0.002
0.011 0.015 0.002
0.016 -0.024 0.029
0.003 -0.003 0.001
0.001 -0.008 0.005
-0.007 -0.003 0.006
0.005 -0.009 0.005
-0.179 0.058 -0.149
0.114 0.076 0.374
-0.021 -0.084 0.077
0.024 0.016 -0.014
0.013 0.025 0.009
-0.004 -0.017 -0.003
-0.007 0.035 0.005
-0.017 -0.034 -0.005
-0.136 -0.017 -0.150
-0.126 -0.018 0.025
-0.018 -0.007 -0.007
0.001 -0.001 -0.009
-0.011 -0.005 0.027
0.038 0.046 -0.099
0.068 0.015 0.054
0.012 0.010 0.002
-0.002 -0.012 -0.003
0.006 0.001 -0.005
-0.012 -0.007 -0.012
0.015 -0.031 -0.018
0.034 0.016 -0.045
-0.001 -0.013 -0.004
-0.010 -0.006 0.004
0.009 0.000 0.007
0.008 0.001 0.005
0.000 0.011 0.025
-0.002 0.003 -0.001
0.002 -0.005 -0.002
0.002 -0.005 -0.002
0.005 -0.006 0.049
-0.015 -0.007 0.003
-0.001 0.005 -0.004
0.006 0.004 0.001
0.004 -0.007 0.005
-0.013 0.004 0.011



Record 3
This record from OMol25 describes a molecular structure, C35H28CoNO3P2S3. The level of theory is ωB97M-V/def2-TZVPD.

Summary:
* max |F|: 0.6 eV/A
* E_HOMO (spin up / spin down): -0.1648 / -0.1606 Ha
* orbital gap (spin up / spin down): 6.717 / 6.599 eV
* total charge: -1
* ⟨S²⟩: 0.81
* calculated total energy: -133096.7762 eV
* lowest unoccupied orbital energy (spin up / spin down): 2.23 / 2.23 eV
* 2S+1: 2

Atoms and positions in Å:
Co (-0.987, 1.707, 0.165)
S (1.398, 2.120, 0.544)
P (1.216, 0.113, 0.660)
C (-0.428, -0.155, 0.723)
P (-1.670, -0.954, -0.043)
S (-3.099, 0.419, -0.389)
C (-2.341, -2.326, 0.955)
C (-1.922, -2.474, 2.270)
C (-2.421, -3.510, 3.050)
C (-3.344, -4.394, 2.517)
C (-3.778, -4.239, 1.204)
C (-3.279, -3.208, 0.426)
C (-1.216, -1.815, -1.589)
C (-0.470, -2.991, -1.516)
C (0.000, -3.598, -2.667)
C (-0.276, -3.035, -3.907)
C (-1.009, -1.862, -3.986)
C (-1.474, -1.249, -2.831)
C (2.155, -0.671, -0.697)
C (3.198, -1.569, -0.495)
C (3.852, -2.141, -1.579)
C (3.472, -1.814, -2.871)
C (2.435, -0.913, -3.077)
C (1.776, -0.348, -2.000)
C (2.036, -0.542, 2.151)
C (1.743, -1.848, 2.544)
C (2.315, -2.382, 3.684)
C (3.184, -1.611, 4.450)
C (3.476, -0.313, 4.066)
C (2.904, 0.221, 2.917)
H (-1.213, -1.757, 2.668)
H (-2.087, -3.621, 4.075)
H (-3.732, -5.204, 3.122)
H (-4.505, -4.925, 0.788)
H (-3.613, -3.087, -0.598)
H (-0.250, -3.437, -0.551)
H (0.588, -4.505, -2.597)
H (0.096, -3.505, -4.810)
H (-1.206, -1.403, -4.947)
H (-2.013, -0.311, -2.880)
H (3.515, -1.831, 0.506)
H (4.663, -2.839, -1.406)
H (3.983, -2.259, -3.717)
H (2.127, -0.642, -4.079)
H (0.964, 0.349, -2.171)
H (1.053, -2.442, 1.954)
H (2.080, -3.397, 3.980)
H (3.628, -2.025, 5.347)
H (4.148, 0.291, 4.664)
H (3.119, 1.238, 2.614)
O (0.761, 4.805, -4.308)
C (0.165, 5.085, -3.143)
C (0.081, 6.425, -2.750)
C (-0.536, 6.774, -1.567)
C (-1.086, 5.795, -0.746)
C (-0.992, 4.471, -1.133)
C (-0.373, 4.076, -2.314)
C (-0.284, 2.626, -2.729)
O (0.199, 2.382, -3.868)
O (-0.669, 1.734, -1.937)
H (0.673, 3.794, -4.387)
H (0.510, 7.171, -3.406)
H (-0.592, 7.818, -1.282)
H (-1.575, 6.057, 0.183)
H (-1.451, 3.737, -0.472)
S (-2.900, 1.860, 4.376)
C (-1.283, 2.416, 4.452)
C (-0.784, 2.558, 3.199)
N (-1.663, 2.252, 2.192)
C (-2.815, 1.875, 2.669)
H (-0.774, 2.591, 5.384)
H (0.217, 2.851, 2.923)
H (-3.618, 1.542, 2.029)

Forces on the atoms, in the same order (eV/Å):
0.180 -0.542 -0.230
-0.132 0.078 0.034
-0.056 -0.002 -0.081
-0.066 0.171 0.057
0.130 -0.057 -0.173
0.059 0.243 0.095
-0.002 0.017 0.006
-0.015 0.038 0.020
0.004 0.008 0.040
-0.041 -0.043 -0.010
-0.027 -0.034 0.034
0.010 -0.012 -0.016
-0.009 0.016 0.031
0.013 -0.035 0.051
0.009 -0.034 -0.030
0.020 -0.024 -0.011
0.007 0.018 -0.036
-0.045 0.068 0.055
0.005 -0.035 0.074
0.033 -0.046 0.066
0.021 -0.014 -0.019
0.010 -0.029 0.004
-0.001 0.006 -0.057
-0.053 0.064 -0.004
-0.001 -0.075 -0.001
-0.001 0.052 -0.002
0.022 -0.012 0.042
-0.009 -0.081 0.024
0.026 0.036 0.019
0.023 0.030 -0.008
0.038 -0.001 -0.011
-0.005 -0.008 0.002
-0.005 -0.003 -0.004
-0.002 -0.008 0.004
0.015 0.004 -0.004
-0.010 0.022 0.013
0.003 -0.001 -0.009
0.002 -0.004 0.000
0.006 -0.005 -0.006
0.000 0.001 0.003
-0.025 0.028 0.001
0.001 -0.003 -0.016
0.004 0.004 -0.001
0.003 -0.011 -0.013
-0.017 0.031 -0.002
-0.012 0.016 -0.013
0.012 0.001 0.017
0.000 -0.001 0.004
0.003 -0.003 0.001
-0.008 0.015 -0.017
-0.043 -0.388 -0.001
-0.070 -0.029 0.123
0.053 -0.033 -0.087
-0.029 0.015 0.042
0.044 0.041 0.021
-0.030 -0.074 0.088
-0.041 0.160 -0.089
0.288 -0.099 -0.157
-0.016 0.220 0.024
-0.237 0.192 0.246
-0.021 0.179 0.041
0.002 0.008 0.006
-0.005 0.007 0.008
-0.004 0.012 0.003
-0.036 -0.071 -0.128
-0.020 0.043 -0.067
0.141 0.014 -0.025
-0.035 0.042 0.052
-0.233 -0.095 -0.049
0.244 0.048 -0.099
-0.032 -0.020 0.026
0.026 0.013 0.058
-0.063 -0.030 0.037